The following is a DFT calculation (wB97M-V/def2-TZVPD) of 15 unconnected molecules or ions with the total composition C30H90O30 at a distorted geometry.

Computed properties:
Energy relative to the best compared isomer or geometry (same formula, charge and spin): 185.5 kcal/mol
HOMO: -9.9 eV
Kohn-Sham gap: 9.77 eV

```
150
Properties=species:S:1:pos:R:3:mulliken_charge:R:1
C 13.856 -17.297 19.668 -0.380
C 14.445 -18.721 19.679 -0.401
O 15.713 -18.748 20.319 -0.495
O 13.667 -16.740 20.936 -0.521
H 12.904 -17.277 19.138 0.294
H 14.530 -16.613 19.152 0.266
H 14.558 -19.152 18.685 0.310
H 13.797 -19.429 20.197 0.275
H 15.568 -18.236 21.118 0.338
H 13.173 -17.371 21.465 0.315
C 2.275 -18.164 12.647 -0.394
C 2.585 -19.383 11.764 -0.263
O 1.846 -19.213 10.534 -0.538
O 2.788 -16.906 12.208 -0.535
H 2.511 -18.323 13.699 0.345
H 1.195 -18.022 12.665 0.252
H 2.255 -20.325 12.204 0.300
H 3.657 -19.442 11.576 0.227
H 2.334 -18.656 9.923 0.297
H 2.174 -16.512 11.584 0.309
C 6.078 -28.064 8.915 -0.328
C 6.370 -27.363 10.280 -0.409
O 5.776 -26.053 10.290 -0.505
O 7.040 -27.751 7.888 -0.511
H 5.065 -27.814 8.599 0.260
H 6.111 -29.141 9.076 0.299
H 7.449 -27.220 10.351 0.285
H 5.919 -27.927 11.097 0.307
H 6.099 -25.675 9.469 0.300
H 7.342 -26.840 7.868 0.303
C 10.355 -21.638 6.959 -0.396
C 9.102 -21.893 7.768 -0.349
O 8.119 -22.597 7.104 -0.530
O 10.131 -20.670 5.971 -0.518
H 10.638 -22.648 6.662 0.257
H 11.269 -21.293 7.442 0.331
H 8.541 -21.004 8.059 0.313
H 9.401 -22.450 8.655 0.282
H 7.742 -22.016 6.439 0.296
H 10.172 -21.119 5.123 0.313
C 5.291 -27.396 19.789 -0.368
C 5.308 -28.250 18.557 -0.414
O 6.334 -29.235 18.571 -0.542
O 4.827 -27.938 21.067 -0.525
H 4.554 -26.594 19.758 0.327
H 6.300 -27.014 19.944 0.274
H 5.235 -27.586 17.696 0.335
H 4.409 -28.865 18.569 0.276
H 6.132 -29.935 19.196 0.317
H 5.122 -27.254 21.674 0.320
C 14.334 -26.544 11.863 -0.610
C 13.685 -25.899 10.557 -0.269
O 12.635 -26.707 10.048 -0.494
O 13.515 -26.428 13.018 -0.472
H 15.182 -25.867 11.965 0.282
H 14.674 -27.548 11.608 0.403
H 14.472 -25.821 9.807 0.256
H 13.358 -24.869 10.699 0.277
H 12.785 -27.612 10.331 0.307
H 13.002 -27.239 12.978 0.320
C -0.467 -22.008 21.154 -0.433
C 1.016 -21.548 21.097 -0.338
O 1.101 -20.159 21.280 -0.527
O -0.808 -22.378 22.499 -0.532
H -0.544 -22.791 20.399 0.322
H -1.084 -21.163 20.847 0.267
H 1.542 -21.676 20.151 0.352
H 1.571 -22.054 21.886 0.278
H 2.013 -19.858 21.295 0.288
H -0.946 -21.523 22.914 0.323
C -0.232 -27.133 12.519 -0.286
C -1.056 -28.330 13.134 -0.439
O -2.061 -27.886 14.037 -0.522
O 0.323 -26.347 13.529 -0.488
H -0.861 -26.598 11.809 0.215
H 0.669 -27.487 12.017 0.324
H -0.431 -28.994 13.731 0.293
H -1.597 -28.853 12.345 0.263
H -1.769 -27.872 14.952 0.297
H 1.175 -26.200 13.111 0.342
C 11.987 -28.863 21.921 -0.307
C 12.203 -27.494 21.258 -0.388
O 13.432 -27.353 20.578 -0.517
O 12.788 -29.036 23.050 -0.543
H 12.332 -29.635 21.233 0.256
H 10.936 -29.045 22.145 0.330
H 12.111 -26.728 22.028 0.259
H 11.357 -27.368 20.582 0.306
H 14.118 -27.093 21.197 0.309
H 13.730 -29.020 22.865 0.294
C 7.545 -21.922 16.474 -0.448
C 8.829 -22.740 16.248 -0.381
O 9.363 -22.564 14.987 -0.475
O 6.426 -22.554 15.842 -0.530
H 7.617 -20.903 16.093 0.282
H 7.303 -21.746 17.522 0.323
H 8.712 -23.777 16.562 0.325
H 9.567 -22.346 16.947 0.280
H 9.880 -23.363 14.863 0.312
H 6.661 -22.642 14.916 0.313
C 7.021 -17.854 23.649 -0.459
C 7.915 -18.980 24.084 -0.386
O 9.184 -18.781 23.664 -0.485
O 6.693 -18.069 22.249 -0.501
H 7.595 -16.946 23.837 0.306
H 6.152 -17.665 24.278 0.315
H 7.422 -19.939 23.927 0.313
H 7.977 -18.917 25.170 0.297
H 9.770 -19.376 24.137 0.295
H 6.717 -17.174 21.904 0.305
C 16.575 -20.303 9.858 -0.384
C 16.667 -20.094 11.375 -0.350
O 15.352 -20.115 11.929 -0.514
O 16.062 -19.160 9.105 -0.531
H 16.022 -21.204 9.596 0.282
H 17.567 -20.561 9.486 0.314
H 17.122 -19.171 11.731 0.291
H 17.212 -20.932 11.810 0.300
H 15.413 -20.383 12.849 0.292
H 15.836 -19.400 8.204 0.300
C 18.707 -24.380 16.952 -0.262
C 19.840 -23.376 17.198 -0.517
O 19.849 -22.822 18.519 -0.526
O 17.550 -23.638 16.853 -0.516
H 18.460 -25.018 17.801 0.296
H 18.933 -24.898 16.020 0.281
H 19.828 -22.575 16.458 0.285
H 20.822 -23.837 17.085 0.341
H 19.008 -22.361 18.559 0.322
H 16.836 -24.266 16.727 0.296
C 10.329 -32.166 14.063 -0.331
C 11.600 -32.838 14.625 -0.394
O 12.757 -32.293 14.038 -0.493
O 10.271 -30.774 14.352 -0.514
H 9.479 -32.694 14.496 0.294
H 10.301 -32.258 12.978 0.271
H 11.581 -33.913 14.445 0.264
H 11.670 -32.667 15.699 0.298
H 13.225 -31.843 14.745 0.307
H 9.766 -30.621 15.154 0.297
C 6.690 -13.607 16.653 -0.246
C 5.420 -13.410 17.528 -0.401
O 5.825 -13.439 18.892 -0.537
O 7.721 -12.732 16.988 -0.530
H 6.550 -13.592 15.573 0.339
H 7.005 -14.602 16.967 0.223
H 4.690 -14.197 17.341 0.293
H 4.897 -12.478 17.313 0.249
H 6.194 -12.576 19.096 0.303
H 7.965 -12.775 17.915 0.307
```

---

The following is a DFT calculation (wB97M-V/def2-TZVPD) of 16 unconnected molecules or ions with the total composition C30H95FN2O19P2S at a distorted geometry.

Computed properties:
HOMO: -9.3 eV
Kohn-Sham gap: 8.17 eV

```
150
Properties=species:S:1:pos:R:3:mulliken_charge:R:1
N 3.737 -4.813 2.347 -0.615
P 2.796 -3.521 1.480 0.274
O 3.166 -3.564 -0.252 -0.465
N 1.086 -3.918 1.794 0.068
P -0.029 -2.614 1.310 0.226
O 0.751 -1.215 1.122 -0.297
S 0.621 -5.481 1.172 0.895
O 1.660 -6.157 0.246 -0.418
O -0.732 -5.469 0.371 -0.483
F 0.405 -6.575 2.518 -0.334
H 4.559 -4.267 2.742 0.318
H 4.063 -5.545 1.676 0.263
H 4.159 -3.801 -0.295 0.289
H -0.737 -2.879 0.051 0.097
H -1.036 -2.476 2.370 0.152
C 0.723 1.693 4.294 -1.141
C 1.943 2.090 3.489 0.608
O 2.807 0.974 3.335 -0.561
H 1.017 1.320 5.280 0.320
H 0.048 2.544 4.425 0.318
H 0.177 0.884 3.797 0.221
H 2.497 2.884 3.999 0.195
H 1.657 2.452 2.496 -0.238
H 2.309 0.278 2.873 0.291
C 2.272 -6.628 -3.919 -0.813
C 3.132 -7.677 -3.246 -0.316
O 3.240 -7.399 -1.858 -0.451
H 2.701 -5.631 -3.778 0.214
H 2.182 -6.826 -4.991 0.266
H 1.269 -6.608 -3.479 0.308
H 4.139 -7.679 -3.673 0.306
H 2.702 -8.676 -3.371 0.259
H 2.341 -7.408 -1.486 0.248
C -3.428 -2.346 -3.319 -0.984
C -2.568 -3.396 -2.646 -0.257
O -2.460 -3.117 -1.258 -0.345
H -2.999 -1.349 -3.178 0.278
H -3.518 -2.544 -4.391 0.303
H -4.431 -2.326 -2.879 0.290
H -1.561 -3.397 -3.073 0.312
H -2.998 -4.394 -2.771 0.232
H -3.359 -3.126 -0.886 0.145
C -0.436 0.769 -4.812 -0.786
C -1.866 0.763 -5.310 -0.380
O -2.762 0.880 -4.215 -0.404
H -0.268 -0.056 -4.112 0.220
H 0.268 0.675 -5.644 0.387
H -0.218 1.696 -4.270 0.152
H -2.085 -0.174 -5.832 0.280
H -2.045 1.593 -6.001 0.312
H -2.564 1.719 -3.764 0.235
C -3.149 -6.260 4.040 -1.144
C -3.015 -4.990 3.225 0.270
O -1.890 -4.245 3.669 -0.563
H -3.262 -6.025 5.103 0.290
H -4.014 -6.843 3.713 0.332
H -2.250 -6.878 3.944 0.309
H -3.905 -4.365 3.340 0.056
H -2.888 -5.217 2.162 0.175
H -1.104 -4.806 3.554 0.251
C 5.566 4.381 4.731 -0.931
C 4.646 4.879 5.827 -0.024
O 3.660 3.899 6.115 -0.533
H 4.996 4.156 3.823 0.241
H 6.329 5.127 4.494 0.289
H 6.062 3.453 5.034 0.369
H 4.136 5.794 5.512 0.067
H 5.206 5.094 6.742 0.273
H 4.122 3.093 6.402 0.294
C 2.822 1.302 -0.662 -0.740
C 2.586 2.341 -1.738 -0.334
O 1.519 3.198 -1.360 -0.429
H 1.918 0.708 -0.495 0.108
H 3.639 0.630 -0.941 0.401
H 3.069 1.781 0.291 0.185
H 2.318 1.859 -2.683 0.250
H 3.482 2.947 -1.902 0.311
H 1.770 3.627 -0.524 0.231
C -6.979 -5.686 -5.228 -1.144
C -6.399 -4.662 -4.274 0.004
O -6.232 -3.419 -4.940 -0.486
H -6.323 -5.820 -6.094 0.300
H -7.110 -6.651 -4.731 0.330
H -7.949 -5.353 -5.612 0.330
H -5.421 -4.989 -3.910 0.160
H -7.056 -4.513 -3.412 0.247
H -7.108 -3.133 -5.252 0.274
C 0.548 6.053 -4.276 -0.854
C -0.372 6.551 -3.180 -0.219
O -1.358 5.571 -2.892 -0.475
H -0.022 5.828 -5.183 0.265
H 1.311 6.799 -4.513 0.341
H 1.043 5.125 -3.973 0.162
H -0.882 7.466 -3.495 0.294
H 0.188 6.765 -2.265 0.238
H -0.896 4.765 -2.605 0.243
C -1.718 1.177 0.517 -0.661
C -1.858 2.679 0.656 -0.120
O -0.647 3.235 1.146 -0.492
H -1.470 0.722 1.481 0.109
H -2.645 0.732 0.144 0.441
H -0.904 0.926 -0.172 0.230
H -2.657 2.925 1.361 0.286
H -2.093 3.142 -0.307 -0.028
H 0.054 3.018 0.509 0.226
C 2.479 9.957 6.602 -1.073
C 2.421 8.491 6.227 -0.236
O 3.694 7.891 6.417 -0.446
H 3.224 10.481 5.995 0.269
H 1.506 10.436 6.457 0.336
H 2.778 10.078 7.649 0.332
H 2.143 8.376 5.175 0.284
H 1.687 7.958 6.839 0.278
H 3.928 7.992 7.356 0.252
C 1.610 -5.272 -7.904 -1.033
C 1.766 -3.879 -7.331 -0.139
O 0.535 -3.177 -7.420 -0.499
H 1.291 -5.224 -8.951 0.303
H 2.552 -5.825 -7.847 0.309
H 0.840 -5.831 -7.362 0.313
H 2.521 -3.317 -7.889 0.283
H 2.072 -3.919 -6.281 0.188
H -0.127 -3.680 -6.914 0.281
C 10.327 7.094 5.376 -1.052
C 9.274 6.616 4.397 -0.290
O 8.181 6.044 5.101 -0.450
H 10.683 6.264 5.994 0.268
H 11.178 7.533 4.849 0.337
H 9.910 7.843 6.058 0.333
H 9.689 5.852 3.733 0.297
H 8.904 7.443 3.784 0.272
H 7.815 6.733 5.682 0.238
C -7.690 -4.105 2.548 -1.096
C -6.470 -3.708 1.744 -0.205
O -5.606 -4.824 1.590 -0.403
H -7.396 -4.479 3.535 0.266
H -8.365 -3.255 2.680 0.354
H -8.236 -4.915 2.052 0.318
H -5.916 -2.915 2.254 0.305
H -6.756 -3.346 0.751 0.285
H -6.104 -5.520 1.128 0.224
C -6.198 3.461 -1.362 -1.154
C -5.204 2.728 -0.485 0.001
O -4.902 1.461 -1.050 -0.353
H -7.120 2.879 -1.468 0.278
H -6.445 4.439 -0.938 0.362
H -5.795 3.606 -2.369 0.316
H -5.620 2.567 0.513 0.335
H -4.275 3.298 -0.385 0.026
H -4.525 1.616 -1.933 0.188
```

---

The following is a DFT calculation (wB97M-V/def2-TZVPD) of a molecular structure, C31H12BF15GeN5NbO4S at a distorted geometry.

Computed properties:
Energy relative to the best compared isomer or geometry (same formula, charge and spin): 0.0 kcal/mol
Total charge: +2
HOMO: -14.1 eV
Kohn-Sham gap: 5.15 eV

```
71
Properties=species:S:1:pos:R:3:mulliken_charge:R:1
Nb 1.227 -0.852 1.070 0.478
O 0.415 -5.280 0.545 -0.406
C 0.855 -3.987 0.576 0.531
O 0.426 -3.099 1.371 -0.523
C 1.837 -3.601 -0.416 0.074
C 2.390 -4.419 -1.393 -0.800
C 3.215 -3.823 -2.335 -0.417
C 3.471 -2.425 -2.265 -0.642
C 2.839 -1.624 -1.330 0.574
N 2.052 -2.221 -0.379 0.883
C 2.814 -0.053 -1.315 0.165
O 3.338 0.663 -2.118 -0.500
O 2.017 0.369 -0.280 0.077
H -0.298 -5.352 1.206 0.414
H 2.184 -5.465 -1.355 0.647
H 3.606 -4.420 -3.163 0.486
H 4.117 -1.953 -3.020 0.553
B 0.892 -0.388 4.186 0.649
N 1.430 0.906 3.650 -0.598
C 1.692 2.131 4.183 -0.153
C 2.274 2.966 3.205 -1.012
C 2.398 2.167 2.069 -0.505
N 1.866 0.923 2.327 0.629
N 1.851 -1.506 3.831 0.230
C 2.491 -2.370 4.694 -0.112
C 3.594 -2.937 4.043 -1.017
C 3.622 -2.323 2.771 -0.440
N 2.568 -1.467 2.663 -0.114
H 0.806 -0.324 5.381 -0.079
H -0.130 -0.670 3.623 -0.061
H 1.476 2.346 5.230 0.493
H 2.584 4.003 3.343 0.430
H 2.767 2.412 1.062 0.546
H 2.104 -2.497 5.688 0.509
H 4.281 -3.687 4.453 0.429
H 4.340 -2.387 1.974 0.602
F -4.192 2.101 -2.673 -0.308
C -4.690 0.905 -2.232 0.783
C -3.794 0.115 -1.502 0.083
C -4.294 -1.151 -1.244 0.498
F -3.458 -2.068 -0.636 -0.252
C -5.598 -1.624 -1.543 -0.364
F -6.055 -2.826 -1.085 -0.252
C -6.493 -0.706 -2.185 0.743
F -7.797 -1.049 -2.299 -0.256
C -6.023 0.568 -2.604 -0.305
F -6.903 1.408 -3.235 -0.238
Ge -1.974 0.832 -0.951 -0.126
S -1.032 -0.316 0.871 -0.363
C -0.777 0.907 -2.560 -0.085
C -0.568 2.027 -3.369 0.786
F -1.182 3.204 -3.028 -0.317
C 0.230 2.092 -4.521 -0.124
F 0.280 3.196 -5.300 -0.262
C 0.976 0.975 -4.879 0.864
F 1.759 0.999 -5.972 -0.281
C 0.854 -0.220 -4.124 -0.141
F 1.521 -1.356 -4.486 -0.352
C -0.068 -0.209 -3.046 0.529
F -0.325 -1.452 -2.490 -0.534
C -1.912 2.594 0.024 0.122
C -0.733 3.280 0.249 0.581
F 0.314 3.037 -0.644 -0.371
C -0.564 4.303 1.195 -0.252
F 0.677 4.846 1.434 -0.358
C -1.701 4.830 1.843 0.679
F -1.581 5.860 2.703 -0.268
C -2.977 4.300 1.535 -0.136
F -4.092 4.869 2.037 -0.244
C -2.985 3.206 0.612 0.795
F -4.257 2.768 0.332 -0.292
```

---

The following is a DFT calculation (wB97M-V/def2-TZVPD) of a molecular structure, C31H17Cl5N4O5Ti.

Computed properties:
Energy relative to the best compared isomer or geometry (same formula, charge and spin): 31.8 kcal/mol
Total charge: -2
HOMO: -0.3 eV
Kohn-Sham gap: 4.38 eV

```
63
Properties=species:S:1:pos:R:3:mulliken_charge:R:1
Ti -0.002 -0.501 -0.140 -0.243
O -2.484 -2.497 -2.813 -0.720
C -1.925 -1.530 -2.299 -0.104
N -0.609 -1.408 -1.974 0.248
C 0.308 -2.330 -2.526 0.421
C 0.079 -3.069 -3.692 -0.703
C 1.064 -3.882 -4.229 -0.720
C 2.298 -3.972 -3.603 -0.633
C 2.549 -3.232 -2.459 -1.005
C 1.567 -2.404 -1.901 0.673
N 1.712 -1.681 -0.694 0.796
C 2.962 -1.510 -0.197 -0.090
O 4.026 -1.507 -0.817 -0.746
C 3.076 -1.302 1.304 0.646
C 4.193 -0.634 1.799 -0.419
C 4.365 -0.543 3.166 -0.573
C 3.420 -1.129 3.996 -0.374
C 2.350 -1.783 3.407 -0.314
N 2.179 -1.883 2.092 -0.303
C -2.816 -0.342 -2.009 0.953
C -3.932 -0.500 -1.193 -0.674
C -4.786 0.571 -1.023 -0.176
C -4.522 1.745 -1.715 -0.433
C -3.403 1.789 -2.529 -0.344
N -2.553 0.775 -2.684 -0.481
H -0.885 -3.006 -4.168 0.430
H 0.858 -4.445 -5.132 0.348
H 3.079 -4.605 -4.008 0.348
H 3.521 -3.285 -1.997 0.404
H 4.899 -0.215 1.095 0.415
H 5.213 -0.013 3.583 0.372
H 3.499 -1.069 5.074 0.375
H 1.588 -2.254 4.021 0.389
H -4.083 -1.440 -0.681 0.339
H -5.620 0.509 -0.334 0.355
H -5.143 2.623 -1.593 0.370
H -3.168 2.696 -3.079 0.374
Cl -5.727 1.490 3.854 -0.312
C -4.327 1.297 2.790 0.504
C -3.843 2.438 2.146 -0.794
C -2.772 2.235 1.281 0.912
Cl -2.149 3.609 0.402 -0.279
C -2.198 0.997 1.043 -0.413
O -1.272 0.839 0.098 0.400
C -2.631 -0.145 1.820 1.185
C -1.990 -1.366 1.737 -1.099
O -0.878 -1.567 0.985 -0.147
C -3.780 0.054 2.655 -1.456
H -4.266 3.417 2.305 0.415
H -2.323 -2.236 2.289 0.294
H -4.196 -0.783 3.200 0.358
Cl 3.946 5.766 -0.458 -0.286
C 3.128 4.271 -0.054 0.423
C 2.563 3.506 -1.057 -0.793
C 1.930 2.327 -0.718 0.931
Cl 1.144 1.402 -1.959 -0.262
C 1.841 1.829 0.603 -1.035
O 1.301 0.704 0.913 -0.170
C 2.389 2.697 1.580 0.480
Cl 2.175 2.279 3.251 -0.234
C 3.029 3.882 1.270 -0.682
H 2.602 3.822 -2.089 0.438
H 3.431 4.499 2.061 0.423
```